Record 1
The following is a quantum chemistry calculation of an isolated molecule of C6H7I at a distorted geometry, from the Open Molecules 2025 dataset.

Calculated values
* strongest force on any atom: 4.264 eV/A
* E_HOMO: -8.9731 eV
* relative energy (zero: lowest compared OMol25 entry of this formula, charge and spin): 535.8 kJ/mol
* LUMO energy: -0.61 eV
* orbital gap: 8.4 eV
* E: -530.261838 Eh

Structure (ORCA input):
```
! RIJCOSX wB97M-V def2-TZVPD def2/J DEFGRID3
* xyz 0 1
C -0.021 -1.275 0.029
C -1.110 -0.795 -0.487
C 1.190 -0.594 0.629
C 0.929 0.912 0.563
C 1.627 1.320 -0.697
C -2.270 -0.479 -0.929
I -4.118 0.219 0.215
H 0.187 -2.380 -0.109
H 1.240 -0.848 1.673
H 2.135 -0.752 0.233
H -0.075 1.387 0.717
H 1.611 1.490 1.263
H 0.911 1.992 -1.146
H -2.237 -0.197 -1.955
*
```

Record 2
The following is a quantum chemistry calculation of an isolated molecule of C6H12O, from the Open Molecules 2025 dataset.

Calculated values
* strongest force on any atom: 0.427 eV/A
* E_HOMO: -9.3259 eV
* relative energy (zero: lowest compared OMol25 entry of this formula, charge and spin): 86.4 kJ/mol
* SMILES: C/C=C/CCCO
* LUMO energy: 1.11 eV
* orbital gap: 10.4 eV
* E: -311.026372 Eh

Structure (ORCA input):
```
! RIJCOSX wB97M-V def2-TZVPD def2/J DEFGRID3
* xyz 0 1
C -2.123 1.647 -1.019
C -0.936 0.738 -1.166
C -0.745 -0.380 -0.464
C 0.464 -1.271 -0.559
C 1.205 -1.418 0.779
C 1.705 -0.095 1.359
O 0.671 0.748 1.825
H -2.794 1.572 -1.882
H -2.698 1.401 -0.119
H -1.810 2.695 -0.946
H -0.184 1.028 -1.904
H -1.496 -0.673 0.274
H 0.154 -2.268 -0.903
H 1.151 -0.876 -1.321
H 2.064 -2.087 0.636
H 0.547 -1.893 1.519
H 2.338 -0.294 2.230
H 2.333 0.420 0.612
H 0.153 1.009 1.051
*
```

Record 3
The following is a quantum chemistry calculation of a structure of composition C2H4MgORb at a distorted geometry, from the Open Molecules 2025 dataset.

Calculated values
* strongest force on any atom: 6.431 eV/A
* E_HOMO (spin up / spin down): -15.8808 / -17.9975 eV
* LUMO energy (spin up / spin down): -7.31 / -8.96 eV
* orbital gap (spin up / spin down): 8.6 / 9.0 eV
* E: -377.375592 Eh

Structure (ORCA input):
```
! RIJCOSX wB97M-V def2-TZVPD def2/J DEFGRID3
* xyz 2 2
O -0.391 -0.922 -0.416
Mg -2.815 -1.758 -1.477
C 0.426 0.180 -0.451
C 0.265 1.235 0.573
H 1.263 0.155 -1.158
H -0.282 0.953 1.484
H 1.124 1.911 0.646
Rb 0.964 -3.324 1.105
H -0.553 1.570 -0.307
*
```

Record 4
The following is a quantum chemistry calculation of a structure of composition C51H60BN10P2ReS2 at a distorted geometry, from the Open Molecules 2025 dataset.

Calculated values
* strongest force on any atom: 2.271 eV/A
* E_HOMO (spin up / spin down): -14.8326 / -14.8427 eV
* relative energy (zero: lowest compared OMol25 entry of this formula, charge and spin): 172.2 kJ/mol
* LUMO energy (spin up / spin down): -10.18 / -9.61 eV
* orbital gap (spin up / spin down): 4.6 / 5.2 eV
* E: -4108.337678 Eh

Structure (ORCA input):
```
! RIJCOSX wB97M-V def2-TZVPD def2/J DEFGRID3
* xyz 3 2
Re -0.081 0.704 0.310
C -3.125 2.612 -2.014
C -2.016 1.786 -1.913
N -1.640 1.696 -0.636
N -2.478 2.454 0.092
C -3.383 3.015 -0.715
B -2.300 2.634 1.610
N -2.287 1.244 2.268
C -3.014 0.777 3.287
C -2.560 -0.493 3.602
C -1.530 -0.731 2.703
N -1.378 0.326 1.901
N -0.880 3.201 1.807
C -0.503 4.332 2.407
C 0.870 4.454 2.288
C 1.270 3.325 1.587
N 0.198 2.581 1.308
H -3.666 2.871 -2.898
H -1.488 1.264 -2.690
H -4.144 3.662 -0.336
H -3.122 3.330 2.070
H -3.804 1.357 3.719
H -2.919 -1.140 4.374
H -0.897 -1.593 2.618
H -1.214 4.981 2.875
H 1.487 5.246 2.654
H 2.255 3.041 1.270
C -3.597 -0.806 -0.090
P -2.089 -1.367 -1.002
C -1.623 -2.855 -0.032
N -2.412 -3.343 0.870
C -1.998 -4.233 1.776
C -2.849 -4.872 2.693
C -2.314 -5.642 3.693
C -0.925 -5.802 3.830
C -0.068 -5.248 2.916
C -0.583 -4.494 1.850
N 0.192 -4.049 0.856
C -0.271 -3.339 -0.122
P 0.685 -2.978 -1.650
C 2.164 -2.246 -0.820
C 1.342 -4.743 -2.077
C 0.165 -5.661 -2.396
C 2.194 -5.323 -0.962
C 2.174 -4.509 -3.336
C -3.006 -2.132 -2.522
C -3.544 -1.002 -3.395
C -2.051 -2.976 -3.349
C -4.148 -3.012 -2.012
H -4.077 -1.646 0.404
H -4.287 -0.358 -0.804
H -3.364 -0.050 0.648
H -3.916 -4.746 2.592
H -2.968 -6.134 4.395
H -0.539 -6.390 4.648
H 1.000 -5.394 2.968
H 2.436 -2.826 0.057
H 1.904 -1.226 -0.533
H 2.982 -2.214 -1.535
H -0.575 -5.671 -1.595
H 0.518 -6.684 -2.521
H -0.315 -5.371 -3.329
H 1.673 -5.305 -0.005
H 3.142 -4.801 -0.873
H 2.413 -6.365 -1.188
H 1.566 -4.074 -4.127
H 2.563 -5.460 -3.693
H 3.019 -3.850 -3.144
H -2.737 -0.458 -3.878
H -4.165 -0.297 -2.848
H -4.165 -1.436 -4.177
H -1.215 -2.384 -3.715
H -2.576 -3.377 -4.214
H -1.674 -3.816 -2.772
H -4.978 -2.429 -1.629
H -3.822 -3.711 -1.243
H -4.534 -3.603 -2.841
N 1.540 0.026 1.503
S 2.029 -1.266 2.370
C 1.854 -0.778 4.112
C 2.474 -1.590 5.048
C 2.334 -1.297 6.393
C 1.584 -0.199 6.787
C 0.968 0.604 5.840
C 1.092 0.313 4.490
C 3.836 -1.100 2.271
C 4.430 0.093 2.651
C 5.798 0.246 2.498
C 6.560 -0.792 1.986
C 5.962 -1.998 1.652
C 4.591 -2.155 1.785
H 2.093 0.831 1.798
H 3.070 -2.431 4.729
H 2.802 -1.930 7.130
H 1.477 0.028 7.835
H 0.382 1.454 6.152
H 0.603 0.930 3.749
H 3.845 0.888 3.092
H 6.266 1.170 2.802
H 7.624 -0.663 1.867
H 6.566 -2.820 1.302
H 4.128 -3.096 1.535
N 1.222 1.030 -1.282
S 2.739 1.648 -1.134
C 2.602 3.363 -1.704
C 3.760 4.053 -2.024
C 3.657 5.379 -2.411
C 2.417 5.996 -2.465
C 1.272 5.297 -2.120
C 1.361 3.972 -1.727
C 3.644 0.950 -2.530
C 3.246 1.215 -3.831
C 3.960 0.647 -4.873
C 5.056 -0.159 -4.608
C 5.462 -0.386 -3.301
C 4.749 0.164 -2.248
H 0.935 0.932 -2.254
H 4.724 3.570 -1.984
H 4.548 5.930 -2.667
H 2.340 7.025 -2.776
H 0.307 5.777 -2.150
H 0.474 3.418 -1.451
H 2.404 1.862 -4.032
H 3.668 0.852 -5.891
H 5.603 -0.599 -5.425
H 6.340 -0.977 -3.103
H 5.054 0.000 -1.225
*
```

Record 5
The following is a quantum chemistry calculation of a structure of composition C29H39BGeN6O2S3SeZr at a distorted geometry, from the Open Molecules 2025 dataset.

Calculated values
* strongest force on any atom: 3.878 eV/A
* E_HOMO: -13.6689 eV
* relative energy (zero: lowest compared OMol25 entry of this formula, charge and spin): 145.4 kJ/mol
* LUMO energy: -6.52 eV
* orbital gap: 7.2 eV
* E: -7351.998409 Eh

Structure (ORCA input):
```
! RIJCOSX wB97M-V def2-TZVPD def2/J DEFGRID3
* xyz 2 1
Zr 0.066 -0.679 -0.989
C 5.386 1.851 4.312
C 4.099 1.501 3.636
C 2.999 2.358 3.688
C 1.814 2.042 3.049
C 1.743 0.849 2.345
C 2.803 -0.054 2.314
C 3.973 0.280 2.963
S 0.334 0.488 1.392
O -0.880 1.020 1.925
O 0.595 0.976 -0.035
N 0.219 -1.085 1.076
C -0.802 -1.909 1.578
C -1.201 -1.994 2.890
C -2.209 -2.896 3.271
C -2.800 -3.724 2.359
C -2.428 -3.658 0.999
C -3.021 -4.440 -0.016
C -2.661 -4.250 -1.326
C -1.697 -3.289 -1.638
N -1.088 -2.548 -0.717
C -1.443 -2.726 0.602
H 5.571 1.160 5.137
H 5.370 2.863 4.709
H 6.228 1.756 3.626
H 3.074 3.286 4.239
H 0.954 2.694 3.102
H 2.686 -0.996 1.794
H 4.808 -0.409 2.954
H -0.727 -1.361 3.630
H -2.505 -2.937 4.310
H -3.557 -4.434 2.666
H -3.771 -5.174 0.254
H -3.123 -4.812 -2.124
H -1.408 -3.125 -2.668
C 1.821 -4.236 -0.360
N 1.875 -3.750 -1.727
C 1.755 -4.503 -2.871
C 2.011 -3.675 -3.916
N 2.294 -2.431 -3.423
B 2.845 -1.235 -4.264
N 2.199 0.110 -3.763
C 2.879 1.294 -3.775
C 2.002 2.303 -3.547
N 0.768 1.728 -3.381
C -0.481 2.462 -3.302
C 0.915 0.378 -3.514
S -0.407 -0.753 -3.451
C 2.212 -2.486 -2.093
S 2.556 -1.201 -0.983
H 1.261 -5.168 -0.331
H 1.347 -3.495 0.278
H 2.828 -4.420 0.013
H 1.519 -5.552 -2.846
H 2.033 -3.873 -4.973
H 2.518 -1.394 -5.401
H 4.022 -1.157 -4.076
H 3.940 1.321 -3.953
H 2.149 3.368 -3.501
H -0.443 3.170 -2.475
H -1.301 1.761 -3.175
H -0.647 3.009 -4.229
C -3.416 3.195 2.493
Ge -2.645 3.637 0.735
C -0.807 4.363 0.644
C -3.757 5.089 0.002
C -3.024 2.239 -0.687
Se -2.496 0.344 -0.810
C -3.554 -0.204 0.734
H -3.437 4.109 3.087
H -2.863 2.437 3.037
H -4.447 2.868 2.357
H -0.582 4.871 1.581
H -0.772 5.114 -0.144
H -0.044 3.621 0.455
H -3.679 5.962 0.651
H -4.810 4.812 -0.050
H -3.430 5.387 -0.995
H -2.730 2.685 -1.634
H -4.111 2.160 -0.720
H -3.078 0.146 1.643
H -3.652 -1.285 0.733
H -4.534 0.252 0.619
*
```

Record 6
The following is a quantum chemistry calculation of a structure of composition C42H52NO6SeV, from the Open Molecules 2025 dataset.

Calculated values
* strongest force on any atom: 0.652 eV/A
* E_HOMO (spin up / spin down): -8.0360 / -8.1675 eV
* relative energy (zero: lowest compared OMol25 entry of this formula, charge and spin): 10.8 kJ/mol
* LUMO energy (spin up / spin down): -0.40 / -0.34 eV
* orbital gap (spin up / spin down): 7.6 / 7.8 eV
* E: -5483.317073 Eh

Structure (ORCA input):
```
! RIJCOSX wB97M-V def2-TZVPD def2/J DEFGRID3
* xyz 0 3
V -0.320 -0.033 -0.135
C -2.012 7.715 0.777
C -2.743 6.527 0.153
C -4.100 6.372 0.854
C -2.974 6.829 -1.335
C -1.953 5.226 0.288
C -2.462 4.051 -0.248
C -1.750 2.874 -0.128
Se -2.416 1.266 -0.958
C -1.570 1.542 -2.660
C -2.132 2.374 -3.607
C -1.438 2.655 -4.777
C -0.182 2.073 -4.933
C 0.412 1.226 -3.999
C -0.320 0.947 -2.835
O 0.173 0.119 -1.897
C 1.814 0.642 -4.200
C 2.745 1.130 -3.076
C 2.427 1.088 -5.530
C 1.757 -0.893 -4.206
C -2.062 3.584 -5.819
C -3.390 2.986 -6.304
C -2.325 4.956 -5.183
C -1.155 3.784 -7.033
C -0.515 2.797 0.523
O 0.105 1.614 0.667
C 0.030 3.980 1.055
C -0.717 5.149 0.925
C 1.388 3.973 1.763
C 1.750 5.352 2.323
C 1.340 2.990 2.943
C 2.504 3.581 0.781
H -2.616 8.616 0.653
H -1.846 7.571 1.846
H -1.048 7.893 0.297
H -4.682 7.292 0.757
H -4.684 5.558 0.422
H -3.963 6.162 1.917
H -3.539 7.757 -1.449
H -2.023 6.937 -1.860
H -3.538 6.032 -1.822
H -3.418 4.039 -0.757
H -3.107 2.807 -3.420
H 0.371 2.293 -5.833
H 2.807 2.221 -3.076
H 2.400 0.804 -2.097
H 3.751 0.733 -3.233
H 2.535 2.173 -5.587
H 3.423 0.651 -5.623
H 1.836 0.750 -6.384
H 1.373 -1.289 -3.268
H 1.119 -1.248 -5.018
H 2.760 -1.295 -4.366
H -4.096 2.857 -5.482
H -3.853 3.643 -7.043
H -3.229 2.010 -6.764
H -3.007 4.881 -4.335
H -1.395 5.401 -4.825
H -2.773 5.633 -5.914
H -0.951 2.841 -7.544
H -1.646 4.449 -7.745
H -0.203 4.240 -6.755
H -0.300 6.056 1.332
H 1.033 5.688 3.075
H 2.727 5.289 2.803
H 1.814 6.108 1.538
H 0.548 3.278 3.639
H 1.157 1.972 2.601
H 2.292 2.999 3.476
H 2.541 4.287 -0.052
H 3.468 3.613 1.295
H 2.356 2.582 0.379
C -2.409 0.856 2.559
C -1.736 -0.459 2.274
C -2.325 -1.423 1.446
C -1.814 -2.718 1.380
C -0.707 -3.067 2.133
C -0.080 -2.106 2.916
C -0.574 -0.813 2.970
H -2.975 0.769 3.489
H -3.120 1.135 1.781
H -1.687 1.661 2.683
H -3.232 -1.173 0.907
H -2.287 -3.449 0.739
H -0.308 -4.070 2.077
H 0.808 -2.363 3.480
H -0.087 -0.071 3.592
O 1.914 -3.259 -0.722
C 1.883 -2.149 -0.242
O 0.795 -1.522 0.113
C 3.151 -1.400 0.074
C 4.307 -1.695 -0.642
C 5.479 -0.994 -0.403
C 5.516 -0.012 0.576
C 4.363 0.240 1.296
C 3.174 -0.422 1.055
N 4.402 1.247 2.369
O 5.372 1.975 2.429
O 3.478 1.262 3.160
H 4.260 -2.477 -1.388
H 6.370 -1.214 -0.976
H 6.414 0.548 0.792
H 2.291 -0.170 1.625
*
```

Record 7
The following is a quantum chemistry calculation of an isolated molecule of C4H5NO at a distorted geometry, from the Open Molecules 2025 dataset.

Calculated values
* strongest force on any atom: 3.614 eV/A
* E_HOMO: -9.9424 eV
* relative energy (zero: lowest compared OMol25 entry of this formula, charge and spin): 339.7 kJ/mol
* SMILES: [H]/N=C(\C#C)OC
* LUMO energy: 1.05 eV
* orbital gap: 11.0 eV
* E: -285.285218 Eh

Structure (ORCA input):
```
! RIJCOSX wB97M-V def2-TZVPD def2/J DEFGRID3
* xyz 0 1
H 0.058 0.648 -1.931
N 0.437 0.567 -0.997
C -0.292 -0.078 -0.169
C -1.568 -0.672 -0.486
C -2.627 -1.152 -0.793
O 0.132 -0.233 1.069
C 1.633 0.544 1.034
H -3.571 -1.581 -1.059
H 1.794 1.539 0.656
H 2.330 -0.125 0.591
H 1.673 0.544 2.085
*
```

Record 8
The following is a quantum chemistry calculation of the ion C2H6IN2 with charge +1 at a distorted geometry, from the Open Molecules 2025 dataset.

Calculated values
* strongest force on any atom: 8.543 eV/A
* E_HOMO: -13.9231 eV
* relative energy (zero: lowest compared OMol25 entry of this formula, charge and spin): 367.0 kJ/mol
* SMILES: NC/C=[NH+]/I
* LUMO energy: -6.39 eV
* orbital gap: 7.5 eV
* E: -486.614286 Eh

Structure (ORCA input):
```
! RIJCOSX wB97M-V def2-TZVPD def2/J DEFGRID3
* xyz 1 1
N -1.074 -0.026 -0.290
C 0.087 0.118 0.544
C 1.357 -0.122 -0.081
N 1.336 -0.815 -1.521
I 2.962 -1.309 -2.489
H -0.855 0.033 -1.271
H -1.859 0.603 -0.203
H 0.101 1.113 1.253
H -0.130 -0.493 1.435
H 2.205 -0.140 0.600
H 0.464 -0.670 -2.030
*
```